Below is one molecule with the formula C2H6OS2Si in a non-equilibrium geometry, with properties calculated with ωB97M-V with the def2-TZVPD basis set.

Last column: natural (NBO) charge in e.
CARTESIAN COORDINATES (ANGSTROEM)
C 0.82 0.81 1.67  -0.3185
C 0.70 1.18 0.38  -0.6740
Si 0.30 -0.15 -0.90  1.4758
S 1.36 -2.01 -0.88  -0.4309
O -1.33 -0.26 -1.18  -1.0328
S -2.52 -0.21 -0.10  0.3213
H 1.35 1.46 2.41  0.1922
H 0.72 -0.14 2.09  0.1903
H 0.86 2.18 0.06  0.2332
H 0.85 0.30 -2.21  -0.2104
H 0.34 -2.69 -0.34  0.1580
H -3.45 -0.47 -1.01  0.0959

Values from the calculation:
HOMO level = -8.8 eV
Total charge = 0
Total energy = -1240.9020 Eh
Gap between HOMO and LUMO = 0.33953 Ha
SMILES = C=C[Si@@H](S)OS
Energy relative to the best compared isomer or geometry (same formula, charge and spin) = 11.5 kcal/mol